Formula: C5H8O
Source: the Open Molecules 2025 dataset
Level of theory: the ωB97M-V functional and the def2-TZVPD basis

Properties
Frontier orbital gap   10.4 eV
E_LUMO   1.0556 eV
SMILES   O[C@@H]1C=CCC1
Molecular weight   84.12 u
E_tot   -7361.1012 eV
Relative energy (zero: lowest compared OMol25 entry of this formula, charge and spin)   1.154 eV

The geometry in ORCA input format:
```
! RIJCOSX wB97M-V def2-TZVPD def2/J DEFGRID3
* xyz 0 1
O -1.214 1.398 1.365
C -0.736 0.438 0.457
C 0.012 -0.741 1.025
C 0.800 -1.240 0.073
C 0.612 -0.424 -1.185
C 0.175 0.948 -0.659
H -0.851 1.198 2.236
H -1.563 -0.023 -0.152
H -0.241 -1.193 1.981
H 1.337 -2.183 0.110
H -0.328 -0.811 -1.630
H 1.416 -0.450 -1.922
H -0.413 1.501 -1.397
H 0.995 1.582 -0.300
*
```